[1]
Entry from the Open Molecules 2025 dataset: C28H29BMnN6Si as an isolated structure at a distorted geometry (ωB97M-V with the def2-TZVPD basis set).

```
66
Properties=species:S:1:pos:R:3:forces:R:3
H -0.640 2.668 -1.253 0.1 -0.3 -0.2
N -0.861 1.242 -2.858 -1.5 1.7 -0.2
B -1.262 0.231 -5.280 -0.6 -0.3 0.5
N -0.956 1.392 -4.245 0.9 0.5 1.1
C -0.532 2.638 -4.550 -0.5 0.1 0.7
Mn 0.053 -0.202 -1.721 -0.3 0.4 0.4
H -0.287 2.948 -5.564 -0.6 -0.2 0.3
C -0.389 3.363 -3.368 0.3 0.4 -0.5
H -0.141 4.405 -3.290 0.1 0.1 0.0
C -0.627 2.476 -2.323 0.1 -1.1 -1.6
H -0.903 0.577 -6.390 0.1 -0.1 0.4
C -0.304 -3.385 2.546 -1.4 -0.6 0.2
H -1.001 -2.574 2.762 0.2 0.0 0.1
H -0.361 -4.119 3.366 0.0 0.2 -0.4
H -0.624 -3.815 1.598 0.1 -0.3 0.1
N -2.804 -0.262 -5.455 -0.4 -0.4 0.7
N -0.331 -0.884 -4.692 1.2 -0.6 0.8
N -3.500 -0.746 -4.388 0.5 0.3 1.1
N -0.238 -1.237 -3.357 -0.8 -2.3 -1.1
C -3.640 -0.305 -6.543 -0.1 0.1 0.5
C 0.538 -1.647 -5.384 -0.3 -0.6 0.6
H -3.252 -0.025 -7.510 -0.2 0.1 -0.1
H 0.777 -1.456 -6.426 -0.4 -0.2 0.2
C -4.897 -0.760 -6.136 0.9 0.1 0.1
C 1.047 -2.618 -4.527 0.5 -0.3 -0.6
C -4.743 -1.027 -4.746 1.0 0.5 -1.3
C 0.515 -2.377 -3.266 -0.6 1.7 -1.2
H -5.784 -0.901 -6.732 0.1 0.0 -0.1
H 1.711 -3.410 -4.803 0.2 -0.2 -0.1
H -5.469 -1.414 -4.039 0.3 0.1 -0.1
H 0.585 -2.949 -2.347 0.0 0.3 -0.2
H 0.687 -3.028 2.469 1.1 0.5 -0.1
C 0.710 4.832 1.495 0.1 -0.1 0.3
C 1.507 3.867 0.877 -0.1 -0.2 0.2
C 1.720 2.638 1.516 -0.2 0.1 0.2
C 1.045 2.308 2.723 -0.5 0.7 -0.5
C 0.246 3.311 3.331 0.5 0.1 -0.6
C 0.195 4.593 2.774 -0.3 -0.4 -0.1
Si 1.245 0.741 3.676 -0.1 -0.1 0.4
C 2.564 -0.361 3.054 0.6 -0.5 0.0
C 2.583 -0.868 1.740 0.8 0.0 0.5
C 3.729 -1.527 1.280 -0.1 0.1 0.0
C 4.827 -1.722 2.132 -0.3 0.0 0.1
C 4.728 -1.360 3.480 0.2 0.1 0.1
C 3.613 -0.663 3.950 -0.1 -0.2 -0.9
C -0.193 -0.271 4.236 -0.9 -0.3 0.2
C 0.049 -1.446 5.004 -0.2 0.3 0.1
C -0.971 -2.051 5.748 0.3 0.4 -0.3
C -2.289 -1.616 5.586 0.2 0.1 -0.5
C -2.565 -0.659 4.597 0.0 0.6 0.3
C -1.540 0.115 4.021 0.2 -0.8 0.4
H 0.467 5.771 0.999 0.4 -0.1 0.2
H 1.976 4.084 -0.089 -0.2 -0.2 0.4
H 2.411 1.936 1.045 -0.2 0.0 0.2
H -0.322 3.077 4.236 0.4 0.2 -0.1
H -0.255 5.411 3.332 -0.3 -0.2 -0.2
H 1.709 -0.730 1.093 0.3 0.0 0.1
H 3.765 -1.885 0.251 0.1 0.1 0.2
H 5.748 -2.177 1.749 -0.5 0.1 0.2
H 5.539 -1.589 4.174 -0.1 0.1 -0.3
H 3.526 -0.346 4.994 0.2 -0.1 -0.4
H 1.052 -1.893 5.033 -0.3 0.4 0.1
H -0.711 -2.847 6.450 -0.2 0.2 -0.3
H -3.096 -2.013 6.208 0.3 -0.1 -0.4
H -3.607 -0.462 4.339 0.3 0.2 0.2
H -1.771 1.001 3.416 0.0 -0.5 0.2
```
Positions in Å, forces in eV/Å.

As for the expectation value of S²: 8.83. The spin multiplicity is 6. The HOMO-LUMO gap (alpha / beta) is 6.129 / 5.063 eV. For the lowest unoccupied orbital energy (alpha / beta), the calculation gives -0.56 / -0.86 eV. The energy above the lowest of the compared OMol25 structures with the same formula, charge and spin is 315.0 kJ/mol. As for the total energy: -78317.559 eV.

Here are the Mulliken charges for atoms 1 to 6, given in e: 0.676 -0.529 0.199 0.253 -0.203 0.445

---

[2]
Entry from the Open Molecules 2025 dataset: a 2-piece molecular cluster, C19H25ClF7N4O3S overall at a distorted geometry (ωB97M-V with the def2-TZVPD basis set).

```
60
Properties=species:S:1:pos:R:3:forces:R:3
C 0.008 -2.726 3.185 0.7 -1.5 -0.2
C -0.775 -1.699 3.336 -0.3 1.3 0.3
C -0.225 -0.370 3.799 -0.8 0.3 -0.3
C -0.034 0.629 2.624 -0.9 -1.6 1.0
N 0.221 1.974 3.205 0.2 0.0 -2.4
C 0.901 2.860 2.370 -0.7 -0.1 1.2
N 0.716 4.124 2.640 0.8 1.1 0.1
C 1.361 5.237 1.937 -0.5 0.3 -1.5
C 0.391 5.734 0.820 -0.2 0.4 0.9
C 0.526 7.240 0.536 -0.4 -0.7 -0.5
Cl -1.042 7.801 -0.156 0.4 0.1 0.1
N 1.736 2.480 1.402 -0.2 -0.7 -1.1
C 1.265 1.271 0.663 -1.0 0.0 -0.6
N 0.058 1.655 -0.048 0.2 -0.5 0.2
S 2.566 0.961 -0.595 3.0 1.9 1.0
O 2.640 2.103 -1.458 -2.1 0.1 -1.0
O 3.809 0.823 0.077 0.3 -1.5 1.0
C 2.324 -0.645 -1.517 -0.8 0.2 -0.6
F 2.294 -1.651 -0.663 -0.7 -0.5 0.9
F 3.430 -0.782 -2.197 1.1 0.6 -0.6
C 1.144 -0.698 -2.546 -0.2 -1.2 0.3
F 0.834 0.487 -3.050 0.0 0.9 0.4
F 1.566 -1.436 -3.564 0.3 -0.5 -0.4
C -0.165 -1.398 -2.018 -0.6 1.1 -0.9
F -0.359 -1.268 -0.710 0.3 -0.1 0.8
F -1.189 -0.794 -2.607 -0.5 0.5 -0.2
F -0.222 -2.645 -2.374 0.7 -1.0 0.4
C 1.079 0.164 1.713 1.1 0.6 0.6
O 2.283 0.052 2.447 0.0 -0.2 0.0
H -0.419 -3.674 2.879 0.3 -0.1 0.0
H 1.070 -2.667 3.401 0.0 -0.1 -0.1
H -1.838 -1.828 3.157 0.0 0.3 0.0
H -0.976 0.074 4.465 0.3 0.1 0.1
H 0.713 -0.499 4.340 -0.1 0.0 0.0
H -0.997 0.600 2.092 0.2 0.3 -0.1
H -0.698 2.382 3.353 0.2 0.0 0.7
H 0.091 4.383 3.391 0.1 -0.2 0.0
H 1.619 6.048 2.618 -0.2 -0.3 0.2
H 2.292 4.938 1.452 0.1 -0.2 0.5
H 0.476 5.138 -0.093 0.1 0.1 0.1
H -0.629 5.577 1.189 0.1 0.0 0.0
H 0.713 7.805 1.447 0.0 0.0 -0.1
H 1.286 7.420 -0.223 0.0 0.2 0.2
H 1.852 3.188 0.680 0.4 0.2 0.4
H -0.738 1.064 0.155 0.1 0.0 -0.3
H 0.195 1.793 -1.044 -0.2 0.1 0.1
H 0.908 -0.831 1.299 -0.5 0.3 -0.2
H 2.211 0.506 3.297 0.1 0.0 -0.2
C -2.911 -4.836 -4.639 0.0 0.0 0.0
C -3.663 -5.976 -4.887 0.0 0.0 0.0
C -3.604 -7.051 -4.009 0.0 0.0 0.0
C -2.801 -6.981 -2.879 0.0 0.0 0.0
C -2.052 -5.840 -2.629 0.0 0.0 0.0
C -2.104 -4.768 -3.511 0.0 0.0 0.0
H -2.954 -3.999 -5.325 0.0 0.0 0.0
H -4.294 -6.028 -5.765 0.0 0.0 0.0
H -4.185 -7.942 -4.206 0.0 0.0 0.0
H -2.759 -7.818 -2.193 0.0 0.0 0.0
H -1.427 -5.786 -1.746 0.0 0.0 0.0
H -1.515 -3.881 -3.317 -0.2 -0.3 -0.2
```
Positions in Å, forces in eV/Å.

As for the charge: +1. The HOMO-LUMO gap is 7.846 eV. For the lowest unoccupied orbital energy, the calculation gives -3.03 eV. As for the total energy: -74583.000 eV.

Here are the Mulliken charges for atoms 1 to 6, given in e: -0.836 -0.204 -0.586 -0.596 -0.341 0.459